A 9-piece molecular cluster, C26H78N7O8 overall at a distorted geometry. Source: the Open Molecules 2025 dataset; level of theory: the ωB97M-V functional and the def2-TZVPD basis.

Each atom is followed by the atoms it is bonded to, with distances in Å.
Cartesian coordinates (Å):
1 O 4.1032 1.5548 0.4913  C17 1.437, C41 1.371
2 O 0.7622 -0.6642 -2.5997  C34 1.393, H50 1.023
3 O -1.3348 4.7038 -1.3087  C27 1.450, C36 1.365
4 O 0.1492 -4.4992 -0.8637  C16 1.414, C38 1.414
5 O 3.4792 2.3268 4.6783  C20 1.336, C22 1.345
6 O -0.8548 -2.6162 3.2683  C37 1.412, H75 0.999
7 O -4.3938 1.9518 1.4463  C18 1.384, C19 1.483
8 O -3.6808 0.6038 -3.4907  C30 1.453, C32 1.392
9 N 0.0802 -1.2342 0.2433  H53 0.900, H82 1.139, H95 0.972, H111 1.127
10 N -0.7968 1.6298 -3.2277  C28 1.466, H44 1.032, H81 1.125
11 N 3.2102 -5.9702 -2.3937  C25 1.571, H85 0.970, H97 1.132
12 N -0.0368 2.5378 4.1423  C33 1.442, H60 1.077, H98 0.943
13 N -0.7878 1.2338 1.5123  C31 1.505, H104 1.073, H116 1.038
14 N -2.1638 -2.0912 -1.4217  C29 1.480, H66 0.920, H108 0.971
15 N 2.9232 -1.6182 1.6633  C26 1.383, H62 1.003, H114 0.994
16 C 1.2272 -5.3782 -1.1177  O4 1.414, C25 1.525, H74 1.052, H113 1.077
17 C 3.7662 2.9478 0.5913  O1 1.437, H42 1.142, H79 1.174, H112 1.053
18 C -3.0578 2.2708 1.6173  O7 1.384, C31 1.590, H48 1.115, H56 1.124
19 C -5.2428 3.1558 1.6203  O7 1.483, H68 0.995, H99 0.968, H117 1.260
20 C 2.3842 2.7798 4.0603  O5 1.336, C33 1.620, H43 1.200, H86 0.939
21 C 1.3642 -4.9422 -3.6747  C25 1.519, H64 1.052, H91 1.191, H92 1.056
22 C 4.6992 2.7108 4.2633  O5 1.345, H55 1.100, H77 0.999, H118 1.128
23 C 0.8392 2.7608 -1.9267  C28 1.501, H90 0.952, H102 1.045, H115 1.062
24 C -2.6768 -0.2772 2.1323  C31 1.523, H96 1.232, H101 1.078, H110 1.105
25 C 2.0472 -4.9172 -2.3177  N11 1.571, C16 1.525, C21 1.519, H71 1.098
26 C 3.7662 -0.7872 0.9483  N15 1.383, C40 1.492, C41 1.629, H100 1.163
27 C -2.0858 5.9238 -1.5317  O3 1.450, H61 1.064, H93 1.038, H109 1.109
28 C -0.6378 2.5718 -2.1157  N10 1.466, C23 1.501, C36 1.474, H84 1.306
29 C -2.5668 -1.4722 -2.7047  N14 1.480, C30 1.525, C39 1.493, H119 1.039
30 C -3.5668 -0.3592 -2.4087  O8 1.453, C29 1.525, H76 1.184, H107 1.031
31 C -2.2498 0.9348 1.3143  N13 1.505, C18 1.590, C24 1.523, H65 1.083
32 C -4.5878 1.6508 -3.3507  O8 1.392, H47 1.063, H49 1.117, H103 1.086
33 C 1.1462 2.0458 4.8043  N12 1.442, C20 1.620, C35 1.563, H89 1.242
34 C 1.5112 -1.1252 -3.6797  O2 1.393, H58 1.225, H87 1.044, H88 1.239
35 C 1.1502 0.4888 4.6633  C33 1.563, H54 1.073, H72 1.064, H78 1.046
36 C -1.3268 3.8488 -2.3727  O3 1.365, C28 1.474, H52 1.204, H83 1.087
37 C 0.4442 -3.1642 3.1893  O6 1.412, H63 1.073, H73 1.235, H80 1.158
38 C -0.7358 -5.0922 0.0663  O4 1.414, H46 0.988, H69 1.133, H106 1.128
39 C -3.0118 -2.4852 -3.7077  C29 1.493, H51 1.064, H59 1.054, H67 1.204
40 C 3.6412 -0.9062 -0.5337  C26 1.492, H57 1.089, H70 1.101, H105 1.154
41 C 3.3362 0.7468 1.2903  O1 1.371, C26 1.629, H45 1.120, H94 1.064
42 H 4.4172 3.6658 -0.0127  C17 1.142
43 H 2.2772 3.9648 4.2193  C20 1.200
44 H -0.3068 2.1228 -3.9907  N10 1.032
45 H 2.2512 0.9898 1.1543  C41 1.120
46 H -1.4528 -4.6082 0.5443  C38 0.988
47 H -4.3998 2.3188 -2.5457  C32 1.063
48 H -2.8338 2.5918 2.6613  C18 1.115
49 H -4.7638 2.2318 -4.2887  C32 1.117
50 H 0.4142 0.1988 -3.0247  O2 1.023
51 H -4.0268 -2.6252 -3.4197  C39 1.064
52 H -0.7698 4.2728 -3.3527  C36 1.204
53 H -0.2638 -0.5692 -0.2557  N9 0.900
54 H 0.9552 0.1748 3.6563  C35 1.073
55 H 5.3512 2.0448 4.8483  C22 1.100
56 H -2.7448 3.1728 1.0233  C18 1.124
57 H 2.6702 -0.5922 -0.9127  C40 1.089
58 H 2.6552 -1.4412 -3.3747  C34 1.225
59 H -2.6318 -3.4372 -3.9547  C39 1.054
60 H 0.5612 3.4338 4.1193  N12 1.077
61 H -1.9318 6.8478 -1.0267  C27 1.064
62 H 2.9502 -1.0252 2.4723  N15 1.003
63 H 0.4302 -3.9692 3.8993  C37 1.073
64 H 1.2352 -5.9102 -4.0667  C21 1.052
65 H -2.3698 0.9938 0.2393  C31 1.083
66 H -2.9028 -2.5252 -1.0877  N14 0.920
67 H -3.2748 -1.9642 -4.7607  C39 1.204
68 H -5.1738 3.8088 0.8733  C19 0.995
69 H -1.2398 -6.0572 -0.2477  C38 1.133
70 H 3.8162 -1.8312 -1.1047  C40 1.101
71 H 2.5892 -3.9642 -2.2627  C25 1.098
72 H 2.0072 0.4078 5.2883  C35 1.064
73 H 1.1232 -2.3002 3.7523  C37 1.235
74 H 1.8452 -5.4492 -0.2697  C16 1.052
75 H -1.2708 -2.4422 4.1603  O6 0.999
76 H -4.6848 -0.4202 -2.0237  C30 1.184
77 H 4.7502 3.7078 4.2173  C22 0.999
78 H 0.4092 -0.2202 4.8693  C35 1.046
79 H 4.1462 3.3658 1.6203  C17 1.174
80 H 0.9902 -3.5372 2.2383  C37 1.158
81 H -1.8068 1.7508 -3.7077  N10 1.125
82 H -0.7428 -1.9222 0.6263  N9 1.139
83 H -2.3128 3.6518 -2.7857  C36 1.087
84 H -1.2118 1.9608 -1.1137  C28 1.306
85 H 3.1802 -6.9092 -2.1517  N11 0.970
86 H 2.1752 2.7868 3.1453  C20 0.939
87 H 0.8932 -1.7592 -4.2337  C34 1.044
88 H 1.7552 -0.2662 -4.5387  C34 1.239
89 H 1.0532 2.0948 6.0423  C33 1.242
90 H 0.9242 3.5838 -1.4567  C23 0.952
91 H 2.0622 -4.4322 -4.4937  C21 1.191
92 H 0.3952 -4.5312 -3.7657  C21 1.056
93 H -1.7968 6.1548 -2.5017  C27 1.038
94 H 3.3442 0.8988 2.3433  C41 1.064
95 H 0.4322 -0.8862 1.0793  N9 0.972
96 H -2.1048 -0.3242 3.2223  C24 1.232
97 H 3.9572 -5.8882 -3.2407  N11 1.132
98 H -0.6378 2.7328 4.8423  N12 0.943
99 H -6.2038 3.1878 1.5093  C19 0.968
100 H 4.7862 -1.0692 1.4303  C26 1.163
101 H -2.5678 -1.1182 1.4663  C24 1.078
102 H 1.0312 1.8528 -1.4467  C23 1.045
103 H -5.5558 1.1968 -3.5387  C32 1.086
104 H -0.4938 2.2068 1.1673  N13 1.073
105 H 4.2702 -0.1592 -1.1477  C40 1.154
106 H -0.3898 -5.1652 1.1373  C38 1.128
107 H -3.2888 0.1868 -1.5797  C30 1.031
108 H -1.7168 -2.9332 -1.6087  N14 0.971
109 H -3.1708 5.7168 -1.4367  C27 1.109
110 H -3.6638 -0.2632 2.6293  C24 1.105
111 H 0.4772 -2.0862 -0.3777  N9 1.127
112 H 2.7662 3.0848 0.2913  C17 1.053
113 H 0.8272 -6.3062 -1.4907  C16 1.077
114 H 3.3882 -2.4582 1.9203  N15 0.994
115 H 1.4602 2.7028 -2.7867  C23 1.062
116 H -0.6098 1.2188 2.5353  N13 1.038
117 H -5.1318 3.2228 2.8733  C19 1.260
118 H 4.9182 2.2608 3.2523  C22 1.128
119 H -1.7248 -1.1782 -3.2387  C29 1.039

Computed properties:
- highest occupied orbital energy (eV) = -10.764
- ΔE to the lowest compared entry with this formula, charge and spin (kJ/mol) = 593.7
- gap between HOMO and LUMO (eV) = 9.16
- 2S+1 = 1
- charge = +1

Results of the Löwdin charge analysis, in e, for atoms 1 through 8:
1. O -0.18
2. O -0.21
3. O -0.16
4. O -0.18
5. O -0.16
6. O -0.19
7. O -0.20
8. O -0.23

A 13-piece molecular cluster, C26H78O13 overall at a distorted geometry. Source: the Open Molecules 2025 dataset; level of theory: the ωB97M-V functional and the def2-TZVPD basis.

Each atom is followed by the atoms it is bonded to, with distances in Å.
Cartesian coordinates (Å):
1 O 7.1191 0.0898 7.1390  C26 1.428, H81 0.960
2 O -5.1813 -0.0988 -4.4324  C29 1.341, H80 0.960
3 O 2.3417 -3.8815 8.4116  C20 1.461, H60 0.960
4 O -0.6664 -5.3731 -5.9629  C35 1.435, H63 0.960
5 O -5.1206 1.9951 1.4902  C24 1.412, H111 0.960
6 O 0.1940 1.9164 -0.2868  C38 1.437, H108 0.960
7 O -0.8003 1.1408 9.7183  C18 1.398, H117 0.960
8 O 9.4198 3.0628 -1.3465  C31 1.434, H69 0.960
9 O 3.9280 -9.6273 0.3194  C22 1.444, H44 0.960
10 O -2.3048 3.7309 -7.1009  C28 1.382, H90 0.960
11 O 2.9613 3.9994 -5.3664  C36 1.443, H95 0.960
12 O -3.1877 8.6189 0.2386  C27 1.449, H98 0.960
13 O -5.8869 -5.9966 4.1236  C34 1.387, H42 0.960
14 C 5.3742 -7.8399 1.2534  C22 1.571, H55 1.090, H68 1.090, H85 1.090
15 C -3.0709 4.4132 -9.3543  C28 1.544, H51 1.090, H66 1.090, H92 1.090
16 C -0.5303 -3.3687 -7.1508  C35 1.527, H91 1.090, H101 1.090, H114 1.090
17 C -4.1639 8.4461 -1.9431  C27 1.550, H49 1.090, H75 1.090, H79 1.090
18 C -2.0910 0.6044 9.6755  O7 1.398, C21 1.504, H59 1.090, H82 1.090
19 C 0.6561 -0.4528 -0.1630  C38 1.514, H76 1.090, H78 1.090, H84 1.090
20 C 1.3207 -4.8074 7.9268  O3 1.461, C30 1.540, H40 1.090, H62 1.090
21 C -2.4666 0.8022 8.2329  C18 1.504, H65 1.090, H86 1.090, H99 1.090
22 C 4.2157 -8.2134 0.2605  O9 1.444, C14 1.571, H56 1.090, H107 1.090
23 C 5.5695 1.9336 6.8274  C26 1.504, H46 1.090, H47 1.090, H94 1.090
24 C -5.9069 3.0666 1.9678  O5 1.412, C37 1.569, H61 1.090, H89 1.090
25 C -6.5921 -1.1804 -6.0381  C29 1.576, H41 1.090, H54 1.090, H100 1.090
26 C 6.9154 1.4904 7.3306  O1 1.428, C23 1.504, H50 1.090, H67 1.090
27 C -2.8302 8.4340 -1.1532  O12 1.449, C17 1.550, H43 1.090, H112 1.090
28 C -3.0057 4.6705 -7.8331  O10 1.382, C15 1.544, H106 1.090, H109 1.090
29 C -6.4650 -0.4019 -4.6735  O2 1.341, C25 1.576, H53 1.090, H113 1.090
30 C 1.6231 -5.2087 6.4713  C20 1.540, H64 1.090, H104 1.090, H115 1.090
31 C 8.7803 1.7988 -1.5703  O8 1.434, C32 1.535, H73 1.090, H105 1.090
32 C 9.9588 0.8464 -1.3257  C31 1.535, H48 1.090, H57 1.090, H58 1.090
33 C -4.4133 -5.0302 2.6702  C34 1.530, H88 1.090, H97 1.090, H102 1.090
34 C -4.5914 -6.1797 3.6644  O13 1.387, C33 1.530, H72 1.090, H116 1.090
35 C -1.0739 -4.7944 -7.2109  O4 1.435, C16 1.527, H83 1.090, H87 1.090
36 C 3.8068 4.4472 -6.4463  O11 1.443, C39 1.523, H52 1.090, H71 1.090
37 C -7.0828 2.7236 2.9480  C24 1.569, H70 1.090, H96 1.090, H110 1.090
38 C 0.6860 0.8720 0.5685  O6 1.437, C19 1.514, H45 1.090, H77 1.090
39 C 4.0557 3.2408 -7.3420  C36 1.523, H74 1.090, H93 1.090, H103 1.090
40 H 1.3638 -5.6299 8.6408  C20 1.090
41 H -5.9394 -2.0355 -5.8626  C25 1.090
42 H -5.9923 -6.3520 5.0091  O13 0.960
43 H -2.1781 7.5798 -1.3354  C27 1.090
44 H 4.7663 -10.0860 0.2274  O9 0.960
45 H 1.6982 1.1027 0.9006  C38 1.090
46 H 4.7747 1.7919 7.5597  C23 1.090
47 H 5.6832 3.0136 6.7338  C23 1.090
48 H 9.5766 -0.1522 -1.5375  C32 1.090
49 H -4.0625 8.5265 -3.0253  C17 1.090
50 H 7.6759 2.0236 6.7602  C26 1.090
51 H -2.0564 4.3748 -9.7511  C15 1.090
52 H 3.4245 5.2934 -7.0172  C36 1.090
53 H -6.9457 -1.0360 -3.9286  C29 1.090
54 H -6.1951 -0.5978 -6.8694  C25 1.090
55 H 6.2902 -7.7338 0.6722  C14 1.090
56 H 3.4072 -7.5252 0.5070  C22 1.090
57 H 10.7290 1.0028 -2.0810  C32 1.090
58 H 10.3651 0.8330 -0.3144  C32 1.090
59 H -2.6478 1.2505 10.3542  C18 1.090
60 H 2.0646 -2.9821 8.2223  O3 0.960
61 H -6.4416 3.5746 1.1652  C24 1.090
62 H 0.3171 -4.3868 7.9890  C20 1.090
63 H -0.1011 -6.1187 -6.1775  O4 0.960
64 H 2.6669 -5.5223 6.4573  C30 1.090
65 H -3.4077 0.2523 8.2377  C21 1.090
66 H -3.8243 5.0747 -9.7817  C15 1.090
67 H 6.9551 1.5874 8.4156  C26 1.090
68 H 5.2757 -6.8826 1.7652  C14 1.090
69 H 8.7801 3.7529 -1.1564  O8 0.960
70 H -7.7186 1.9830 2.4628  C37 1.090
71 H 4.6739 4.9164 -5.9815  C36 1.090
72 H -3.8513 -6.1500 4.4641  C34 1.090
73 H 8.5061 1.7178 -2.6221  C31 1.090
74 H 4.6595 3.6499 -8.1520  C39 1.090
75 H -4.9100 7.6979 -1.6754  C17 1.090
76 H 0.9532 -1.3227 0.4228  C19 1.090
77 H 0.0754 0.7981 1.4684  C38 1.090
78 H -0.4006 -0.5610 -0.4075  C19 1.090
79 H -4.7103 9.3664 -1.7367  C17 1.090
80 H -4.9966 -0.2080 -3.4967  O2 0.960
81 H 8.0088 -0.2594 7.2297  O1 0.960
82 H -2.1905 -0.4046 10.0757  C18 1.090
83 H -2.1242 -4.8790 -7.4900  C35 1.090
84 H 1.3008 -0.5586 -1.0355  C19 1.090
85 H 5.4857 -8.6971 1.9175  C14 1.090
86 H -2.5803 1.8732 8.0653  C21 1.090
87 H -0.3961 -5.3436 -7.8645  C35 1.090
88 H -4.1502 -5.4256 1.6891  C33 1.090
89 H -5.1956 3.7251 2.4664  C24 1.090
90 H -2.8933 3.0255 -6.8222  O10 0.960
91 H -0.5323 -2.7964 -8.0785  C16 1.090
92 H -3.4943 3.4130 -9.4455  C15 1.090
93 H 3.1254 2.9155 -7.8077  C39 1.090
94 H 5.2687 1.5679 5.8456  C23 1.090
95 H 2.1732 3.7718 -5.8652  O11 0.960
96 H -6.8280 2.3714 3.9475  C37 1.090
97 H -5.3617 -4.5697 2.3935  C33 1.090
98 H -2.4034 8.4385 0.7620  O12 0.960
99 H -1.8338 0.4184 7.4327  C21 1.090
100 H -7.6127 -1.4611 -6.2985  C25 1.090
101 H 0.4329 -3.2901 -6.6468  C16 1.090
102 H -3.5872 -4.3447 2.8593  C33 1.090
103 H 4.4344 2.2982 -6.9469  C39 1.090
104 H 1.4665 -4.3475 5.8217  C30 1.090
105 H 7.9918 1.6067 -0.8426  C31 1.090
106 H -2.8375 5.6865 -7.4761  C28 1.090
107 H 4.5698 -7.9806 -0.7437  C22 1.090
108 H 0.6940 1.9604 -1.1052  O6 0.960
109 H -4.0375 4.5194 -7.5160  C28 1.090
110 H -7.7216 3.5956 3.0882  C37 1.090
111 H -4.2823 2.3516 1.1874  O5 0.960
112 H -2.2818 9.3103 -1.4987  C27 1.090
113 H -7.0786 0.4896 -4.8035  C29 1.090
114 H -1.2047 -2.8591 -6.4626  C16 1.090
115 H 0.9489 -5.9545 6.0503  C30 1.090
116 H -4.6007 -7.1843 3.2416  C34 1.090
117 H -0.4694 1.2467 10.6132  O7 0.960

Computed properties:
- highest occupied orbital energy (eV) = -10.110
- ΔE to the lowest compared entry with this formula, charge and spin (kJ/mol) = 705.8
- gap between HOMO and LUMO (eV) = 10.36
- 2S+1 = 1
- charge = 0

Results of the Löwdin charge analysis, in e, for atoms 1 through 8:
1. O -0.10
2. O -0.05
3. O -0.10
4. O -0.10
5. O -0.08
6. O -0.09
7. O -0.09
8. O -0.10